# 1
Entry from the Open Molecules 2025 dataset: a structure of composition C58H77As2F12N9O3 at a distorted geometry (ωB97M-V/def2-TZVPD).

Values from the calculation:
Total energy in eV: -235160.157
Total charge: +7
F_max in eV Å⁻¹: 5.6
<S²>: 0.7575
Orbital gap (spin up / spin down) in eV: 7.15 / 6.00
LUMO (spin up / spin down) in hartree: -0.5670 / -0.6093
Spin multiplicity: 2
E_HOMO (spin up / spin down) in eV: -22.6 / -22.6

Cartesian coordinates (Å):
1 C -27.0200 12.7384 8.5161
2 N -25.6049 12.6063 8.8493
3 C -25.2535 11.6367 9.7385
4 C -23.8870 11.4698 10.1001
5 C -22.9304 12.3177 9.5209
6 C -23.3423 13.3699 8.6021
7 C -24.7139 13.5244 8.3556
8 C -21.4661 12.1311 9.8350
9 C -20.9650 10.8780 10.1419
10 C -19.6375 10.7955 10.6855
11 N -18.7559 11.8523 10.5082
12 C -19.1992 13.0459 10.1141
13 C -20.5456 13.2007 9.8582
14 C -17.3529 11.6439 10.7698
15 H -27.7483 12.3237 9.2130
16 H -27.2683 12.1714 7.6189
17 H -27.2255 13.7782 8.2620
18 H -26.0348 11.0015 10.1290
19 H -23.5691 10.7973 10.8832
20 H -22.7169 14.1090 8.1236
21 H -25.0773 14.2883 7.6842
22 H -21.5702 9.9936 10.0079
23 H -19.1842 9.8623 10.9854
24 H -18.4810 13.8524 10.1191
25 H -20.8142 14.2208 9.6263
26 H -17.3441 11.8938 11.8307
27 H -16.8005 12.4163 10.2347
28 H -17.0635 10.6072 10.5977
29 C -25.5496 3.5695 2.6724
30 N -25.9147 5.0014 2.4121
31 C -26.1595 5.3389 1.1647
32 C -26.5667 6.6778 0.9557
33 C -26.7680 7.5462 2.0679
34 C -26.5276 7.0564 3.3323
35 C -25.9885 5.8058 3.5217
36 C -27.3443 8.9410 1.8784
37 C -28.3603 9.2929 2.6609
38 C -28.9286 10.6208 2.6411
39 N -28.4504 11.5816 1.7700
40 C -27.4659 11.2307 1.0068
41 C -26.8065 9.9563 1.0176
42 C -29.1117 12.9324 1.7334
43 H -25.3069 3.2388 3.6823
44 H -24.5885 3.4467 2.1731
45 H -26.3585 3.0311 2.1786
46 H -25.9768 4.5232 0.4808
47 H -26.8416 7.0737 -0.0108
48 H -26.7498 7.7752 4.1070
49 H -25.8614 5.3549 4.4948
50 H -28.8406 8.6009 3.3368
51 H -29.7228 11.0181 3.2558
52 H -27.1838 12.0201 0.3258
53 H -25.9439 9.7503 0.4014
54 H -29.3143 13.3076 2.7365
55 H -29.9906 12.9431 1.0888
56 H -28.3270 13.5233 1.2610
57 C -21.1504 4.1286 7.2527
58 N -21.8481 4.5511 8.5185
59 C -22.8613 5.4869 8.3787
60 C -23.3330 6.0225 9.5846
61 C -23.0049 5.5307 10.7634
62 C -22.0500 4.4441 10.8906
63 C -21.5248 3.9667 9.7069
64 C -23.5300 6.2378 11.9083
65 C -22.5767 6.8721 12.7576
66 C -22.9275 7.4830 13.9734
67 N -24.1805 7.3566 14.4146
68 C -25.1215 6.8827 13.5807
69 C -24.8315 6.2885 12.3225
70 C -24.5166 7.8120 15.7869
71 H -21.9058 3.8683 6.5113
72 H -20.6364 3.2025 7.5102
73 H -20.5226 4.9228 6.8488
74 H -23.0835 5.8356 7.3810
75 H -24.0464 6.8326 9.5476
76 H -21.6935 3.9440 11.7790
77 H -20.7348 3.2385 9.5972
78 H -21.6021 7.0042 12.3114
79 H -22.2331 8.0173 14.6049
80 H -26.1007 6.9203 14.0347
81 H -25.5748 5.7452 11.7580
82 H -24.6169 6.9119 16.3934
83 H -25.3345 8.5318 15.8203
84 H -23.6170 8.2088 16.2574
85 C -27.6527 2.8585 14.0817
86 N -28.3330 3.5432 12.9573
87 C -29.3843 4.3033 13.1407
88 C -29.7895 5.1310 12.0789
89 C -29.1739 5.0904 10.8012
90 C -28.0165 4.3149 10.7087
91 C -27.6799 3.4869 11.7910
92 C -29.5296 6.0021 9.6953
93 C -29.6675 5.4723 8.4022
94 C -30.0332 6.3138 7.3759
95 N -30.4201 7.5814 7.5325
96 C -30.3916 8.1308 8.7825
97 C -29.9553 7.2824 9.8483
98 C -30.9380 8.3474 6.3637
99 H -27.0656 1.9820 13.8075
100 H -28.2911 2.6693 14.9447
101 H -26.8873 3.5556 14.4225
102 H -29.8290 4.2621 14.1241
103 H -30.7464 5.6318 12.0810
104 H -27.5080 4.3168 9.7559
105 H -26.7750 2.9049 11.6980
106 H -29.4969 4.4533 8.0874
107 H -30.2229 5.9251 6.3863
108 H -30.8480 9.0972 8.9374
109 H -29.9235 7.6773 10.8530
110 H -31.4609 9.2234 6.7476
111 H -31.7453 7.7348 5.9623
112 H -30.0650 8.5040 5.7302
113 C -18.0436 10.0458 1.1228
114 C -19.4871 9.3996 1.1854
115 C -20.6022 10.1344 1.9192
116 C -20.2481 10.1787 3.4718
117 N -21.4416 10.4858 4.4371
118 C -22.3256 9.2528 4.6544
119 C -21.9261 8.5695 5.9346
120 C -21.8949 9.8597 6.7624
121 C -20.9807 10.7525 5.9413
122 C -22.2652 11.6824 3.9403
123 H -17.4842 10.0072 2.0575
124 H -18.0799 11.1039 0.8636
125 H -17.3589 9.5161 0.4604
126 H -19.4188 8.3488 1.4672
127 H -19.8552 9.2638 0.1685
128 H -21.5831 9.6617 1.8694
129 H -20.7566 11.1352 1.5160
130 H -19.5839 11.0199 3.6701
131 H -19.8899 9.1826 3.7318
132 H -23.3763 9.5417 4.6808
133 H -22.1698 8.6235 3.7782
134 H -22.6431 7.8248 6.2799
135 H -20.8814 8.2612 5.8943
136 H -22.9154 10.1987 6.9409
137 H -21.5947 9.6195 7.7824
138 H -21.0466 11.8191 6.1561
139 H -19.9355 10.4692 6.0658
140 H -23.0448 11.8638 4.6803
141 H -22.7661 11.5684 2.9790
142 H -21.4467 12.4003 3.9910
143 As -25.6445 2.5484 7.2941
144 F -24.0434 2.5160 6.5706
145 F -25.7423 0.7273 7.2550
146 F -27.2883 2.6933 7.9908
147 F -25.5086 4.3442 7.2280
148 F -26.4624 2.5223 5.6445
149 F -24.8644 2.5441 8.9135
150 As -26.0822 8.4567 7.6385
151 F -26.4602 6.8949 8.4756
152 F -24.8966 7.6687 6.4704
153 F -25.6582 10.0199 6.8333
154 F -27.1100 9.4559 8.7263
155 F -24.7711 8.7102 8.8914
156 F -27.4464 8.3122 6.4392
157 O -27.0701 12.1899 4.3572
158 C -26.5882 13.4229 4.3918
159 O -25.4046 13.6100 4.6013
160 O -27.3184 14.3354 4.0632
161 H -26.3135 11.6931 4.6769

# 2
Entry from the Open Molecules 2025 dataset: a cluster of 15 separate species, C58H77BN9O23 in total at a distorted geometry (ωB97M-V/def2-TZVPD).

Values from the calculation:
Total energy in eV: -122584.487
Total charge: -1
F_max in eV Å⁻¹: 1.8
Orbital gap in eV: 9.75
LUMO in hartree: 0.0597
E_HOMO in eV: -8.1

Cartesian coordinates (Å):
1 O 22.6451 23.5433 0.1906
2 C 21.8831 24.3947 -0.1633
3 O 21.4010 25.4154 0.5226
4 B 20.3892 26.1305 -0.2915
5 O 20.3601 25.4253 -1.5758
6 C 21.2191 24.4282 -1.5446
7 O 21.5102 23.7311 -2.4761
8 O 20.7184 27.5415 -0.5477
9 C 19.8050 28.3445 -0.0382
10 O 19.8196 29.5387 -0.0733
11 C 18.7034 27.4281 0.5381
12 O 19.0946 26.1798 0.4194
13 O 17.6721 27.8192 1.0095
14 N 16.6091 30.5928 -3.3085
15 C 15.3812 30.9958 -3.6435
16 C 14.2493 30.7034 -2.8956
17 C 14.4269 30.0334 -1.6970
18 C 15.6889 29.5943 -1.3305
19 C 16.7465 29.9096 -2.1724
20 H 15.3657 31.5656 -4.5653
21 H 13.2608 31.0096 -3.2072
22 H 13.5765 29.8254 -1.0577
23 H 15.8461 29.0649 -0.3999
24 H 17.7202 29.4845 -1.9526
25 N 25.7938 29.8590 0.9789
26 C 24.5861 30.3640 1.2383
27 C 23.4442 30.1311 0.4808
28 C 23.5652 29.1937 -0.5360
29 C 24.7773 28.5398 -0.7489
30 C 25.8644 28.9645 -0.0033
31 H 24.5561 31.0544 2.0754
32 H 22.5534 30.7085 0.6821
33 H 22.7667 28.9573 -1.2301
34 H 24.8515 27.7770 -1.5088
35 H 26.8458 28.5456 -0.2111
36 N 16.7752 20.6386 -0.5053
37 C 17.1425 21.8804 -0.8406
38 C 18.4528 22.3201 -0.8506
39 C 19.4145 21.4870 -0.2858
40 C 19.0666 20.1915 0.0482
41 C 17.7266 19.8258 -0.0670
42 H 16.3703 22.5106 -1.2693
43 H 18.6575 23.3388 -1.1536
44 H 20.4568 21.7905 -0.3134
45 H 19.8037 19.4836 0.4019
46 H 17.4224 18.8245 0.2201
47 C 26.0102 22.3591 -2.2099
48 C 24.6884 23.1045 -2.4467
49 O 25.0389 24.0641 -3.4419
50 C 26.3467 23.9827 -3.7608
51 O 26.8725 24.7035 -4.5515
52 O 26.9332 22.9769 -3.1026
53 H 25.8967 21.2985 -2.4395
54 H 26.4008 22.4070 -1.1944
55 H 24.3268 23.6115 -1.5574
56 H 23.9377 22.4038 -2.8057
57 C 18.3535 24.9296 -4.5246
58 C 18.6209 23.4925 -4.0747
59 O 18.6067 22.7645 -5.2923
60 C 18.7074 23.6027 -6.3322
61 O 18.8436 23.2416 -7.4592
62 O 18.5603 24.8862 -5.9406
63 H 18.9952 25.6814 -4.0597
64 H 17.3635 25.3191 -4.2779
65 H 17.8301 23.1585 -3.4099
66 H 19.5838 23.4603 -3.5730
67 C 20.1178 30.9561 -2.8544
68 C 21.0607 31.2523 -4.0270
69 O 20.9952 32.6831 -4.1391
70 C 20.5235 33.1987 -2.9984
71 O 20.4584 34.3651 -2.7449
72 O 20.0158 32.2298 -2.2073
73 H 20.5691 30.2589 -2.1576
74 H 19.1578 30.6105 -3.2319
75 H 20.7306 30.8084 -4.9591
76 H 22.0892 30.9695 -3.7958
77 C 25.4469 26.4968 2.6390
78 C 24.2281 26.1573 1.8099
79 O 24.7339 25.7593 0.5326
80 C 26.0369 25.4559 0.6847
81 O 26.6887 24.8554 -0.1123
82 O 26.5096 25.8971 1.8716
83 H 25.3711 26.0981 3.6463
84 H 25.6007 27.5739 2.6915
85 H 23.6098 27.0243 1.5679
86 H 23.5866 25.3518 2.1666
87 C 22.8817 27.0888 -3.4310
88 C 22.5905 26.0816 -4.5687
89 O 21.5969 26.7611 -5.3229
90 C 21.0540 27.7571 -4.5986
91 O 20.0672 28.3533 -4.9035
92 O 21.7453 27.9459 -3.4567
93 H 23.7729 27.6855 -3.6244
94 H 22.9859 26.5720 -2.4778
95 H 22.2855 25.1213 -4.1665
96 H 23.5127 25.9800 -5.1372
97 C 14.6143 28.2073 2.9698
98 C 15.6491 29.2474 3.3781
99 C 16.2375 28.8911 4.7593
100 C 17.2632 29.8315 5.1891
101 N 18.0558 30.5987 5.5045
102 H 14.3378 28.3862 1.9305
103 H 13.7415 28.1071 3.6103
104 H 15.1477 27.2508 2.9821
105 H 15.2348 30.2589 3.4114
106 H 16.4828 29.3177 2.6801
107 H 16.7075 27.9089 4.6592
108 H 15.4601 28.8432 5.5226
109 C 17.5641 31.4354 1.2197
110 C 17.6891 32.7242 0.4148
111 C 16.4036 33.1128 -0.3294
112 C 15.2387 33.0501 0.5665
113 N 14.3273 32.9990 1.2652
114 H 17.2103 30.5646 0.6669
115 H 16.7981 31.5619 1.9908
116 H 18.5213 31.1698 1.6631
117 H 18.5322 32.6489 -0.2692
118 H 17.8955 33.5145 1.1397
119 H 16.2086 32.5756 -1.2566
120 H 16.4212 34.1753 -0.5976
121 C 21.3243 28.8426 3.0116
122 C 20.6798 27.9941 4.1090
123 C 21.4648 26.7441 4.4752
124 C 22.7926 26.9910 5.0546
125 N 23.8441 27.1343 5.4961
126 H 20.6389 29.4216 2.3929
127 H 21.8827 28.1954 2.3297
128 H 22.0036 29.5813 3.4427
129 H 19.7027 27.6841 3.7216
130 H 20.4381 28.5792 4.9975
131 H 21.6060 26.0936 3.6103
132 H 20.8869 26.1795 5.2083
133 C 14.8275 23.7650 1.4829
134 C 14.1477 24.9071 0.7381
135 C 15.1030 26.0261 0.3006
136 C 15.9485 25.5978 -0.8152
137 N 16.5525 25.2400 -1.7244
138 H 15.5109 23.1466 0.8962
139 H 14.0771 23.0776 1.8730
140 H 15.4444 24.1595 2.2945
141 H 13.4745 25.3716 1.4656
142 H 13.5240 24.5545 -0.0832
143 H 15.7050 26.3024 1.1614
144 H 14.5288 26.8859 -0.0460
145 C 22.1377 22.8726 -5.7004
146 C 23.4403 22.9551 -6.4992
147 C 24.1472 21.6124 -6.6382
148 C 24.3573 20.9006 -5.3735
149 N 24.4962 20.3326 -4.3852
150 H 21.5815 23.7838 -5.9436
151 H 22.2897 22.7906 -4.6285
152 H 21.4705 22.0992 -6.0894
153 H 24.1049 23.6758 -6.0179
154 H 23.2364 23.3200 -7.5059
155 H 25.0866 21.7045 -7.1849
156 H 23.5406 20.9186 -7.2322
157 C 21.7934 20.2331 4.8532
158 C 22.5307 20.4283 3.5357
159 C 22.1755 21.7090 2.7852
160 C 22.4608 22.8691 3.6305
161 N 22.6706 23.7465 4.3403
162 H 20.7216 20.0781 4.7097
163 H 21.9642 21.0697 5.5297
164 H 22.1667 19.3291 5.3382
165 H 22.3971 19.5601 2.8846
166 H 23.6007 20.3920 3.7678
167 H 21.0985 21.7115 2.5931
168 H 22.7041 21.7611 1.8370

Question: What is the total energy in the first record?
Answer: -235160.157 eV